<w>
{
  "formula": "C3H8O2",
  "method": "wB97M-V/def2-TZVPD",
  "smiles": "OCCCO",
  "e_homo_ev": -9.4669,
  "elements": ["O", "C", "C", "C", "O", "H", "H", "H", "H", "H", "H", "H", "H"],
  "xyz": [[0.7297, -1.0852, 0.7890], [1.1356, 0.2021, 0.3402], [0.1910, 0.5495, -0.7538], [-1.3414, 0.2330, -0.1629], [-1.7895, -1.0826, -0.3413], [1.3003, -1.3446, 1.5145], [2.1797, 0.1995, 0.0138], [1.0170, 0.9492, 1.1431], [0.3141, -0.0782, -1.6501], [0.4096, 1.5956, -1.1065], [-1.4072, 0.5044, 0.9058], [-1.5597, 0.9433, -0.9172], [-1.1792, -1.5861, 0.2253]],
  "nbo_charge": [-0.749, -0.070, -0.451, -0.081, -0.716, 0.477, 0.164, 0.156, 0.215, 0.206, 0.164, 0.198, 0.487]
}

=====

<x>
{
  "formula": "C3H8O2",
  "method": "wB97M-V/def2-TZVPD",
  "smiles": "C=C(C)O.O",
  "e_homo_ev": -8.7543,
  "elements": ["C", "C", "O", "C", "H", "H", "H", "H", "H", "H", "H", "H", "O"],
  "xyz": [[-0.2467, 0.4559, 0.5566], [0.6548, 1.4498, 0.5254], [1.5944, 1.4630, -0.5027], [0.7316, 2.5837, 1.5070], [-1.0830, 0.6068, 1.2397], [0.0722, -0.5065, 0.1124], [1.7566, 0.5335, -0.7009], [1.6621, 3.1775, 1.4292], [0.7925, 2.0487, 2.4411], [-0.2005, 3.1618, 1.5588], [-1.9533, -4.2693, -2.8768], [-1.4923, -5.5998, -2.7839], [-2.2886, -5.1050, -2.5058]],
  "nbo_charge": [-0.559, 0.346, -0.690, -0.684, 0.211, 0.199, 0.473, 0.237, 0.231, 0.235, 0.460, 0.459, -0.919]
}

=====

<y>
{
  "formula": "C3H8O2",
  "method": "wB97M-V/def2-TZVPD",
  "e_homo_ev": -9.1198,
  "elements": ["C", "C", "C", "O", "O", "H", "H", "H", "H", "H", "H", "H", "H"],
  "xyz": [[-0.5050, -1.3196, -0.1432], [-1.1111, 1.0278, 0.1876], [-0.8657, -0.1391, -0.6035], [2.2800, -0.3138, 0.1871], [1.8619, 1.1541, 0.1326], [1.5283, -0.7147, -0.3182], [-0.4690, -1.7012, 0.9426], [-0.1919, -2.0102, -0.9584], [-1.4927, 0.8575, 1.2539], [-1.8128, 1.6925, -0.3201], [-0.1048, 1.6848, 0.1920], [-0.9990, 0.1404, -1.6899], [1.8819, -0.3584, 1.1374]],
  "nbo_charge": [-0.537, -0.698, -0.122, -0.498, -0.577, 0.529, 0.217, 0.208, 0.212, 0.216, 0.299, 0.215, 0.537]
}

=====

The winner here is <x>, beating the second structure by 0.224 eV.

=====

<w>
{
  "formula": "C5H15N2",
  "method": "wB97M-V/def2-TZVPD",
  "smiles": "CC(C)[NH2+]CCN",
  "total_charge": 1,
  "e_homo_ev": -14.3394,
  "elements": ["N", "C", "C", "N", "C", "C", "C", "H", "H", "H", "H", "H", "H", "H", "H", "H", "H", "H", "H", "H", "H", "H"],
  "xyz": [[1.7050, -0.2970, -1.9435], [0.7128, 0.7794, -1.8986], [-0.6004, 0.3718, -1.3517], [-0.4503, -0.4884, -0.1054], [0.6394, 0.4657, 1.9465], [-0.6653, 0.0899, 1.1674], [-1.5364, -0.8171, 2.1682], [2.0298, -0.5835, -2.8676], [0.6479, -0.8066, -0.2354], [2.5403, -0.0479, -1.4314], [0.8871, 1.6554, -1.2917], [0.4509, 1.1397, -2.8847], [-1.1443, 1.2503, -1.0403], [-1.1062, -0.2115, -2.2278], [-0.9599, -1.3376, -0.3986], [0.5378, 1.1627, 2.8712], [0.9705, -0.5878, 2.2891], [1.4953, 0.8943, 1.2542], [-1.2801, 0.9775, 0.9782], [-1.1320, -1.7857, 2.0132], [-2.5719, -0.9570, 1.9003], [-1.4491, -0.6026, 3.2225]],
  "nbo_charge": [-0.870, -0.267, -0.212, -0.568, -0.639, -0.074, -0.609, 0.409, 0.473, 0.390, 0.208, 0.229, 0.231, 0.232, 0.455, 0.275, 0.223, 0.217, 0.212, 0.204, 0.232, 0.251]
}

=====

<x>
{
  "formula": "C5H15N2",
  "method": "wB97M-V/def2-TZVPD",
  "total_charge": 1,
  "e_homo_ev": -14.6055,
  "elements": ["C", "C", "C", "N", "H", "H", "H", "H", "H", "H", "H", "C", "C", "N", "H", "H", "H", "H", "H", "H", "H", "H"],
  "xyz": [[0.2753, -1.9610, 1.1129], [1.5859, -1.1680, 1.2220], [2.4491, 0.9509, 0.7316], [1.4598, 0.1466, 0.5657], [0.4229, -2.9696, 1.5830], [-0.5404, -1.4561, 1.6354], [-0.0181, -2.1663, 0.0536], [2.4014, -1.7172, 0.7880], [1.8439, -0.9989, 2.2984], [3.4071, 0.5974, 1.2005], [2.3515, 1.9797, 0.3728], [-2.7858, 0.7753, -1.8695], [-1.3518, 0.4191, -1.5314], [-1.0085, 0.8512, -0.1374], [-3.0463, 0.4037, -2.8531], [-3.4632, 0.2613, -1.1483], [-2.9321, 1.8706, -1.8519], [-1.1915, -0.6690, -1.5534], [-0.6304, 0.8894, -2.1885], [-1.1270, 1.8676, -0.0450], [0.0099, 0.5757, 0.1830], [-1.6828, 0.4490, 0.5339]],
  "nbo_charge": [-0.628, -0.262, 0.029, -0.473, 0.251, 0.197, 0.209, 0.219, 0.213, 0.191, 0.194, -0.632, -0.217, -0.721, 0.254, 0.219, 0.224, 0.219, 0.222, 0.417, 0.457, 0.418]
}

=====

<y>
{
  "formula": "C5H15N2",
  "method": "wB97M-V/def2-TZVPD",
  "smiles": "NCCCCC[NH3+]",
  "total_charge": 1,
  "e_homo_ev": -11.8653,
  "elements": ["C", "C", "C", "C", "C", "N", "N", "H", "H", "H", "H", "H", "H", "H", "H", "H", "H", "H", "H", "H", "H", "H"],
  "xyz": [[1.5435, 0.3379, 0.9650], [0.6719, 0.9320, -0.1118], [-0.8479, 0.8075, 0.0675], [-1.5553, -0.0939, -0.9307], [-0.8419, -1.4267, -1.0922], [-1.7070, -2.5373, -1.4156], [1.8760, 1.3677, 2.0412], [2.4955, -0.0739, 0.6491], [1.0401, -0.4906, 1.4268], [0.9616, 0.5396, -1.0731], [1.0060, 1.9623, -0.3086], [-1.0603, 0.4171, 1.0756], [-1.2791, 1.8087, 0.1266], [-1.6989, 0.3898, -1.9033], [-2.5585, -0.2429, -0.5558], [-0.0435, -1.2646, -1.8214], [-0.2923, -1.6568, -0.1701], [-1.1762, -3.3422, -1.7101], [-2.4087, -2.3037, -2.1015], [1.3267, 1.2482, 2.8914], [1.6851, 2.2937, 1.6509], [2.8631, 1.3284, 2.3002]],
  "nbo_charge": [-0.219, -0.457, -0.398, -0.413, -0.202, -0.830, -0.676, 0.234, 0.235, 0.258, 0.214, 0.195, 0.227, 0.213, 0.229, 0.157, 0.154, 0.370, 0.367, 0.447, 0.445, 0.448]
}

=====

The winner here is <x>, beating the second structure by 0.291 eV.

=====

<w>
{
  "formula": "C3H6N2S2",
  "method": "wB97M-V/def2-TZVPD",
  "e_homo_ev": [-7.9480, -7.9486],
  "elements": ["C", "C", "C", "N", "N", "S", "S", "H", "H", "H", "H", "H", "H"],
  "xyz": [[1.2163, 2.6229, -0.8637], [2.0431, 2.3581, -1.6878], [-1.9586, -1.5264, 0.0493], [1.0391, -0.4604, -0.3419], [0.0484, 0.4008, -0.2904], [1.2519, -2.0517, -0.0301], [-1.5231, 0.1603, -0.0342], [0.3516, 2.7775, -0.2825], [2.7137, 2.2414, -2.5034], [-2.8638, -1.6974, -0.6625], [-2.1478, -1.8405, 1.0503], [-1.0287, -2.0404, -0.2026], [1.8712, 0.0952, -0.6521]],
  "nbo_charge": [-0.192, -0.296, -0.858, -0.387, -0.386, -0.112, 0.579, 0.241, 0.240, 0.241, 0.234, 0.275, 0.419]
}

=====

<x>
{
  "formula": "C3H6N2S2",
  "method": "wB97M-V/def2-TZVPD",
  "e_homo_ev": [-8.2153, -7.3515],
  "elements": ["C", "C", "C", "N", "N", "S", "S", "H", "H", "H", "H", "H", "H"],
  "xyz": [[-1.7759, 0.0067, 0.2400], [1.1286, -0.6522, 0.1899], [-1.8224, 1.3921, -0.3832], [1.9849, -1.6669, -0.2216], [1.5397, 0.5775, 0.2628], [3.1452, 1.0200, 0.2689], [-0.5476, -1.1315, 0.4121], [-2.7028, -0.3918, 0.6720], [-2.7382, 1.9015, -0.1802], [-1.6865, 1.4290, -1.4361], [-0.9678, 1.8878, 0.0301], [2.9226, -1.8249, 0.1270], [1.5201, -2.5475, 0.0182]],
  "nbo_charge": [-0.377, 0.238, -0.668, -0.808, -0.651, 0.152, 0.411, 0.225, 0.225, 0.226, 0.245, 0.411, 0.370]
}

=====

The winner here is <x>, beating the second structure by 1.904 eV.

=====

<w>
{
  "formula": "C3H6N2S2",
  "method": "wB97M-V/def2-TZVPD",
  "e_homo_ev": -7.7303,
  "elements": ["C", "C", "C", "H", "H", "H", "H", "H", "H", "N", "N", "S", "S"],
  "xyz": [[-0.7395, 0.0456, -0.0856], [0.6478, -0.4001, -0.2454], [1.8551, 0.3201, 0.0000], [-2.8829, -0.4718, 0.5499], [-1.8371, -1.9917, 0.0444], [-0.6318, 2.1516, -0.3110], [-2.0339, 1.7263, 0.7933], [0.5109, -1.4327, -0.3081], [2.8216, -1.9168, -0.4148], [-1.7279, -0.8565, -0.0129], [-1.2168, 1.4236, -0.0473], [3.3023, -0.6044, 0.0831], [1.9321, 2.0067, -0.0455]],
  "nbo_charge": [0.477, -0.462, -0.284, 0.397, 0.451, 0.422, 0.392, 0.198, 0.128, -0.811, -0.819, 0.111, -0.200]
}

=====

<x>
{
  "formula": "C3H6N2S2",
  "method": "wB97M-V/def2-TZVPD",
  "smiles": "CNNC(=S)C=S",
  "e_homo_ev": -9.0136,
  "elements": ["C", "C", "C", "H", "H", "H", "H", "H", "H", "N", "N", "S", "S"],
  "xyz": [[1.7896, -0.8805, 0.4765], [-0.8243, 0.8601, -0.0804], [-2.2716, 0.9150, 0.1099], [1.7865, -0.1197, 1.2593], [2.8236, -0.9901, 0.0801], [1.5083, -1.8665, 0.8501], [1.4457, 0.2215, -1.1945], [-0.9711, -1.0963, -0.5362], [-2.6492, 1.9215, 0.2468], [1.0019, -0.5819, -0.6853], [-0.3261, -0.3391, -0.3984], [0.0462, 2.2584, -0.0827], [-3.3597, -0.3025, -0.0453]],
  "nbo_charge": [-0.419, -0.015, -0.300, 0.190, 0.207, 0.196, 0.377, 0.407, 0.228, -0.453, -0.390, -0.108, 0.082]
}

=====

<y>
{
  "formula": "C3H6N2S2",
  "method": "wB97M-V/def2-TZVPD",
  "e_homo_ev": -8.4141,
  "elements": ["C", "C", "C", "N", "N", "S", "S", "H", "H", "H", "H", "H", "H"],
  "xyz": [[0.3239, -0.6007, -0.0392], [0.9733, 0.6617, -0.0396], [2.4702, 0.5775, 0.0032], [-0.9519, -0.6856, -0.0632], [-3.4134, -0.4655, -0.1400], [0.0678, 2.0188, 0.1442], [-1.9660, 0.5448, 0.1193], [0.7289, -1.5109, -0.3741], [2.8249, -0.1356, 0.7961], [3.0959, 1.3775, -0.0009], [2.7142, -0.0045, -0.8747], [-3.8366, -0.4516, 0.8161], [-3.0310, -1.3259, -0.3473]],
  "nbo_charge": [-0.075, -0.140, -0.652, -0.581, -0.995, 0.074, 0.752, 0.203, 0.232, 0.232, 0.225, 0.358, 0.368]
}

=====

The winner here is <x>, beating the second structure by 0.498 eV.